(1)
{
  "formula": "C14H20B2ClF2INO9",
  "method": "ωB97M-V with the def2-TZVPD basis set",
  "multiplicity": 1,
  "e_lumo_ev": 2.4,
  "charge": -1,
  "elements": ["I", "Cl", "F", "F", "O", "O", "O", "O", "O", "O", "O", "O", "O", "N", "C", "C", "C", "C", "C", "C", "C", "C", "C", "C", "C", "C", "C", "C", "B", "B", "H", "H", "H", "H", "H", "H", "H", "H", "H", "H", "H", "H", "H", "H", "H", "H", "H", "H", "H", "H"],
  "xyz": [[1.053444, -2.258456, 2.420082], [-0.238152, 5.132167, 0.683176], [0.525421, 2.261810, -2.758526], [-2.178509, 2.898394, -2.367203], [-2.612537, -1.719196, -0.557199], [3.167807, 0.616369, 1.761777], [0.809521, 3.006418, 1.684821], [4.314316, -0.142814, -0.326298], [0.403002, 0.432917, 0.299133], [0.033418, -3.313092, -0.069278], [1.747421, 0.980541, -1.487575], [-2.820727, 3.711847, -0.469297], [-4.043593, -2.591844, 0.946376], [-0.792869, 0.104992, -1.764363], [0.802465, -2.490573, 0.257744], [-2.279311, 2.832047, -1.009218], [4.393229, 2.806700, 1.771076], [-3.366144, -3.999512, -0.814088], [-4.624699, -3.881524, 1.183898], [0.735509, 3.568466, 0.675903], [4.371466, 1.287303, 2.131942], [-3.279537, -2.635055, -0.174991], [-1.768760, 1.638569, -0.188820], [0.696028, 1.939233, -1.412422], [1.364915, 3.158253, -0.671633], [1.581378, -1.622943, -0.760329], [-4.613446, -4.579123, -0.163792], [-0.393530, 1.023056, -0.654189], [1.641967, -0.009186, -0.371151], [3.135824, 0.178949, 0.417697], [4.595545, 0.636681, -0.828073], [3.386013, 3.262604, 1.762664], [-4.606513, -5.666161, -0.085932], [-1.289652, 0.613420, -2.492830], [4.925989, 3.040167, 0.826170], [2.569545, -2.108025, -0.908203], [1.013405, -1.751742, -1.713566], [-1.703983, 1.918043, 0.885038], [-2.530020, 0.834548, -0.263868], [4.425687, 1.238146, 3.246014], [-3.470803, -3.918681, -1.893485], [-5.496432, -4.289201, -0.739206], [-2.468963, -4.565850, -0.557528], [-1.418543, -0.615315, -1.397098], [-5.633778, -3.759159, 1.575888], [2.459327, 3.037514, -0.558117], [1.243562, 4.037933, -1.346183], [-4.017783, -4.403932, 1.927553], [5.297689, 0.800404, 1.762447], [4.954374, 3.323890, 2.585040]],
  "atomic_forces_ev_per_a": [[0.250, 0.142, 0.136], [0.241, -0.004, -0.372], [-1.003, 0.618, 0.855], [0.358, -0.863, 0.377], [-0.719, -0.005, 0.449], [1.719, 0.418, -1.619], [0.234, -0.824, 1.570], [-0.002, 0.973, 0.701], [-1.946, 0.204, 0.254], [-1.177, -1.150, 0.052], [-0.694, 0.581, -0.564], [-1.185, 1.760, 0.543], [0.018, 0.097, -0.188], [0.236, -0.498, 0.229], [1.138, 1.230, -1.692], [0.491, -1.101, 0.716], [0.364, 0.046, 0.441], [-0.519, -0.231, 0.040], [-0.147, -0.195, 0.160], [0.279, 0.188, -1.690], [0.240, 0.499, 1.353], [0.615, -0.097, -0.155], [1.277, -0.320, 0.339], [3.251, -2.304, 0.464], [-1.276, 2.051, -0.700], [-0.853, -0.545, -0.277], [-0.085, -0.278, -0.192], [-0.846, 0.392, -2.586], [1.140, -0.308, 0.351], [-0.925, -0.182, 1.098], [-0.072, -0.405, -0.039], [0.418, -0.460, -0.044], [0.003, 0.043, 0.082], [0.197, 0.017, 0.183], [-0.435, -0.241, 0.343], [-0.330, 0.409, 0.317], [0.274, -0.137, 0.678], [-0.248, 0.343, -0.800], [0.486, 0.415, 0.050], [-0.097, -0.080, -0.687], [0.317, 0.084, 0.024], [0.006, -0.017, 0.061], [0.101, 0.164, -0.080], [0.416, 0.471, -0.197], [0.101, 0.205, 0.067], [-0.778, -0.452, 0.206], [0.032, -0.559, 0.421], [0.025, 0.031, -0.034], [-0.635, 0.101, -0.044], [-0.259, -0.225, -0.603]],
  "lowdin_charge": [0.792, 0.580, 0.039, 0.086, 0.116, 0.006, 0.099, 0.093, 0.043, -0.030, 0.029, 0.120, 0.040, 0.112, -0.778, -0.463, -0.071, -0.069, -0.161, -0.736, -0.254, -0.452, 0.025, -0.351, -0.013, -0.065, -0.164, -0.411, -0.767, -0.496, 0.097, 0.061, 0.114, 0.081, 0.071, 0.109, 0.106, 0.136, 0.122, 0.115, 0.129, 0.115, 0.130, 0.042, 0.122, 0.131, 0.111, 0.129, 0.111, 0.070]
}


(2)
{
  "formula": "C39H43N8O4PbS2Se",
  "method": "ωB97M-V with the def2-TZVPD basis set",
  "de_lowest_kcal_mol": 40.5,
  "multiplicity": 1,
  "e_lumo_ev": -3.5,
  "charge": 1,
  "elements": ["Pb", "Se", "S", "S", "O", "O", "O", "O", "N", "N", "N", "N", "N", "N", "N", "N", "C", "C", "C", "C", "C", "C", "C", "C", "C", "C", "C", "C", "C", "C", "C", "C", "C", "C", "C", "C", "C", "C", "C", "C", "C", "C", "C", "C", "C", "C", "C", "C", "C", "C", "C", "C", "C", "C", "C", "H", "H", "H", "H", "H", "H", "H", "H", "H", "H", "H", "H", "H", "H", "H", "H", "H", "H", "H", "H", "H", "H", "H", "H", "H", "H", "H", "H", "H", "H", "H", "H", "H", "H", "H", "H", "H", "H", "H", "H", "H", "H", "H"],
  "xyz": [[-0.563628, -0.412149, -1.762494], [-1.617094, 0.522940, -6.043167], [-4.054116, 2.705338, -1.757701], [-0.822407, 2.035107, 1.111639], [4.769386, -3.227914, 2.041157], [-0.345923, 2.765867, -0.102770], [1.558474, -5.518413, -2.639976], [0.110507, -1.475407, 2.755559], [1.025045, -1.414053, -0.105954], [-3.056706, -0.213488, -2.581630], [2.965650, -2.695754, 0.286073], [-3.373276, 0.421012, -6.134343], [-5.294635, 4.453556, -0.104618], [-3.346328, 5.121137, -0.832672], [1.554870, -3.281950, -1.417118], [-1.532435, 0.254123, -4.293768], [6.443080, -3.849939, 0.389091], [0.489169, -4.714743, -2.942424], [1.069388, -0.645408, 2.262597], [-0.835166, -2.115328, 1.910184], [1.253425, 3.973645, 4.688853], [1.692969, 0.136259, 3.238403], [0.890315, 3.788024, 2.298804], [2.637950, 1.083826, 2.902524], [-4.248351, 4.124691, -0.883841], [-0.523268, -5.104800, -3.789632], [2.400206, 0.474993, 0.603811], [2.974640, 1.283385, 1.564790], [-5.179387, 5.814465, 0.424551], [-3.744574, 6.219483, 0.039554], [4.541668, -3.279077, -1.554044], [0.313030, 2.960242, 4.887303], [-0.048099, 2.800033, 2.527199], [1.946867, 4.607958, 5.866723], [1.533521, 4.371763, 3.387258], [-5.398296, -0.230016, -3.207695], [4.207130, -3.151267, -0.214094], [-4.309915, -0.349669, -2.276444], [-6.560135, 3.748141, -0.126807], [5.732999, -3.402363, 3.072403], [-2.492429, 2.593787, 1.431433], [2.151770, -6.233403, -3.725684], [5.179499, -3.429059, 0.760415], [-0.588621, -2.564716, -2.541152], [-1.586895, -4.238493, -4.017329], [1.473845, -0.521610, 0.928246], [-0.333326, 2.367770, 3.818421], [0.449092, -3.464401, -2.290342], [1.819968, -2.405011, -0.416780], [-1.601073, -2.998100, -3.411005], [6.756092, -4.003660, -0.960656], [5.813479, -3.714461, -1.925230], [-5.161699, 0.017417, -4.510424], [-3.796640, 0.187308, -4.910625], [-2.777921, 0.089476, -3.897116], [3.036494, -6.718561, -3.325052], [2.591848, 3.888351, 6.374824], [1.222313, 4.967061, 6.598915], [2.677676, 0.581389, -0.439864], [7.192454, -4.055034, 1.139140], [-6.407734, -0.349326, -2.838296], [6.059068, -3.808430, -2.974944], [-0.388234, -2.892965, 1.296013], [-7.210030, 4.182417, 0.630304], [2.268188, 5.150595, 3.215686], [2.434131, -5.546249, -4.524937], [3.826544, -3.017267, -2.320899], [1.391166, -0.018666, 4.267902], [-1.332824, -1.384866, 1.265388], [0.092772, 2.627696, 5.895391], [-2.444141, -2.354452, -3.621928], [-3.718982, 7.168460, -0.491196], [-5.334998, 5.816366, 1.502328], [-1.566118, -2.558027, 2.581132], [-2.396060, -4.538147, -4.671531], [2.562779, 5.450610, 5.556526], [6.557540, -2.696717, 2.956120], [-3.093061, 6.294646, 0.910548], [-1.041184, 1.563530, 3.990297], [-0.496053, -6.079081, -4.258868], [-6.406826, 2.695087, 0.098259], [-5.925499, 6.469025, -0.029510], [-2.869840, 2.098458, 2.327290], [3.682803, 2.049884, 1.278559], [3.025700, -2.290507, 1.209147], [-5.956740, 0.088927, -5.240417], [1.478563, -6.993366, -4.119774], [-2.469367, 3.675949, 1.563981], [-4.527991, -0.576987, -1.238607], [3.100932, 1.677779, 3.680184], [6.120054, -4.422067, 3.076859], [7.744796, -4.341168, -1.243382], [-7.043274, 3.825349, -1.102693], [-3.085286, 2.315651, 0.557528], [1.106739, 4.086628, 1.280161], [2.180460, -4.074277, -1.445371], [5.216760, -3.210483, 4.006993], [-2.417231, 4.985691, -1.191667]],
  "atomic_forces_ev_per_a": [[0.309, 0.130, 0.320], [0.304, 0.153, -0.206], [-0.203, 0.144, -0.002], [0.039, -0.056, -0.267], [0.058, -0.011, 0.126], [-0.084, -0.040, 0.208], [0.138, -0.040, -0.068], [0.022, -0.262, 0.005], [0.095, 0.035, -0.142], [-0.046, -0.021, -0.360], [-0.042, 0.209, -0.108], [0.048, -0.042, 0.077], [-0.113, -0.014, -0.018], [0.039, 0.104, -0.038], [-0.175, 0.191, -0.099], [-0.257, -0.133, -0.117], [0.028, 0.002, -0.083], [0.015, -0.039, 0.048], [-0.012, 0.084, -0.021], [-0.011, 0.130, 0.056], [0.029, 0.031, 0.035], [0.099, -0.031, -0.031], [-0.071, 0.073, 0.141], [0.171, -0.150, -0.118], [0.084, 0.051, -0.050], [-0.078, 0.058, -0.078], [-0.034, -0.057, -0.082], [-0.041, -0.076, 0.168], [0.033, -0.120, -0.059], [-0.009, -0.138, -0.053], [0.040, 0.026, 0.023], [-0.029, 0.003, 0.011], [-0.030, 0.112, 0.046], [-0.020, -0.043, -0.050], [-0.023, 0.002, -0.093], [-0.037, -0.065, 0.256], [-0.103, -0.037, -0.051], [-0.087, -0.023, 0.062], [0.051, 0.039, 0.045], [-0.040, 0.008, -0.060], [-0.046, 0.079, 0.109], [-0.093, 0.001, 0.081], [0.035, -0.041, 0.031], [0.109, -0.029, 0.055], [0.040, -0.039, 0.002], [0.144, -0.320, -0.067], [-0.039, 0.090, -0.088], [0.173, 0.073, 0.212], [-0.108, -0.103, -0.037], [0.002, -0.022, -0.001], [-0.003, -0.003, 0.069], [-0.073, 0.023, 0.009], [0.109, 0.045, -0.193], [-0.178, 0.001, 0.178], [-0.142, -0.002, 0.170], [0.016, 0.010, 0.027], [-0.006, 0.000, -0.007], [0.006, -0.003, -0.013], [0.002, 0.000, 0.039], [-0.004, -0.015, -0.005], [0.050, -0.019, 0.027], [-0.025, 0.001, 0.022], [0.018, -0.035, -0.014], [0.012, -0.009, 0.009], [-0.022, -0.009, 0.008], [-0.014, 0.020, -0.017], [0.009, -0.001, -0.012], [0.021, 0.020, -0.072], [-0.008, -0.002, -0.012], [-0.007, 0.013, -0.003], [0.019, 0.010, 0.007], [0.018, 0.049, 0.002], [-0.027, 0.016, 0.031], [-0.025, 0.006, 0.027], [0.019, 0.004, 0.013], [-0.004, -0.007, -0.003], [0.016, 0.006, -0.003], [0.028, -0.042, 0.038], [0.013, 0.014, -0.013], [0.008, 0.033, 0.004], [0.020, -0.014, -0.011], [-0.017, 0.000, -0.055], [0.033, 0.043, -0.002], [-0.004, -0.030, 0.013], [0.012, 0.124, -0.029], [0.046, 0.031, -0.020], [-0.005, -0.035, 0.008], [-0.077, -0.020, -0.005], [-0.050, -0.008, -0.025], [-0.040, 0.020, -0.025], [-0.003, -0.030, 0.006], [-0.030, 0.019, 0.014], [-0.009, 0.022, -0.012], [0.056, 0.001, 0.116], [-0.002, -0.020, 0.030], [-0.028, -0.083, 0.012], [-0.034, 0.024, 0.008], [0.031, -0.045, -0.003]],
  "lowdin_charge": [1.404, 1.187, 0.680, 0.836, -0.086, -0.559, -0.112, -0.070, -0.039, -0.033, 0.166, -0.209, -0.158, 0.028, 0.144, -0.301, -0.012, -0.234, -0.251, -0.063, -0.271, -0.018, -0.071, -0.083, -0.850, -0.006, -0.037, -0.076, -0.103, -0.121, -0.027, -0.039, -0.400, -0.043, -0.032, -0.047, -0.146, -0.171, -0.057, -0.057, -0.241, -0.046, -0.224, -0.267, -0.075, -0.276, -0.094, -0.184, -0.356, -0.156, -0.080, -0.087, 0.019, -0.384, -0.542, 0.095, 0.084, 0.084, 0.121, 0.107, 0.116, 0.105, 0.085, 0.091, 0.116, 0.103, 0.110, 0.128, 0.071, 0.121, 0.066, 0.116, 0.122, 0.097, 0.108, 0.077, 0.101, 0.114, 0.118, 0.116, 0.073, 0.125, 0.060, 0.112, 0.141, 0.128, 0.083, 0.061, 0.122, 0.112, 0.097, 0.108, 0.091, -0.018, 0.110, 0.123, 0.095, 0.136]
}


no.,orbital gap (eV)
1,6.52
2,6.53